1 | Below is a 2-piece molecular cluster, C8H13NO overall, with properties calculated with ωB97M-V with the def2-TZVPD basis set.

The geometry in XYZ format:
```
23
C8H13NO, DFT ωB97M-V with the def2-TZVPD basis set
O 3.97 1.16 1.11
N 3.42 -1.15 0.17
C -1.07 0.60 0.01
C -2.50 -1.51 -0.24
C 0.10 -1.42 -0.37
C 1.09 -0.26 -0.58
C 2.46 -0.49 -0.10
C -1.23 -0.72 -0.21
C -2.11 1.64 0.26
C 0.40 0.97 0.06
H -2.00 2.06 1.27
H -2.64 -1.99 -1.23
H 4.38 0.12 1.03
H 0.34 -2.00 0.55
H -2.01 2.47 -0.45
H 1.17 -0.06 -1.66
H -3.38 -0.89 -0.03
H 0.12 -2.13 -1.21
H 0.71 1.12 1.11
H -2.47 -2.33 0.50
H 0.63 1.90 -0.48
H -3.13 1.23 0.17
H 3.76 1.68 0.33
```

- Highest occupied orbital energy: -9.1 eV



2 | Below is one molecule with the formula C8H13NO, with properties calculated with ωB97M-V with the def2-TZVPD basis set.

The geometry in XYZ format:
```
23
C8H13NO, DFT ωB97M-V with the def2-TZVPD basis set
O 2.43 -0.65 0.26
N 1.61 0.29 0.01
C 1.86 1.47 -0.44
C -1.27 -1.60 0.79
C 0.17 0.12 0.12
C -0.36 -0.67 -1.20
C -0.22 -0.71 1.36
C -0.32 1.57 0.25
C 0.68 2.28 -0.48
C -0.83 -2.00 -0.64
H 2.81 1.77 -0.82
H -0.03 -2.77 -0.57
H 0.32 -0.79 -2.03
H 0.39 2.52 -1.51
H -1.70 -2.45 -1.16
H -2.32 -1.15 0.85
H -0.17 1.97 1.31
H -0.66 -0.15 2.26
H -1.32 -0.33 -1.48
H 0.61 -1.28 1.72
H -1.34 -2.46 1.46
H 1.03 3.21 0.02
H -1.36 1.80 -0.09
```

- Highest occupied orbital energy: -8.3 eV



Which structure is most stable? 1, by 110.5 kJ/mol over the runner-up.



1 | Below is a 2-piece molecular cluster, C4H14NO overall, with properties calculated with ωB97M-V with the def2-TZVPD basis set.

The geometry in XYZ format:
```
20
C4H14NO, DFT ωB97M-V with the def2-TZVPD basis set
O 1.71 -0.22 3.29
N 0.06 0.39 0.92
C -1.28 -0.20 -1.71
C 0.08 1.38 -0.23
C 0.02 0.65 -1.55
C -0.89 -1.71 -1.70
H 1.24 -1.00 3.62
H -0.43 0.77 1.74
H -0.07 -1.87 -0.94
H 0.18 1.37 -2.36
H -1.71 -2.29 -1.23
H -0.77 -2.04 -2.72
H -0.91 1.82 -0.08
H 2.39 -0.19 3.98
H 0.79 2.20 -0.10
H 0.91 -0.05 1.29
H 0.96 0.10 -1.67
H -2.02 -0.08 -0.91
H -0.62 -0.31 0.62
H -1.75 0.03 -2.68
```

- Charge: +1
- Highest occupied orbital energy: -15.4 eV



2 | Below is a 2-piece molecular cluster, C4H14NO overall, with properties calculated with ωB97M-V with the def2-TZVPD basis set.

The geometry in XYZ format:
```
20
C4H14NO, DFT ωB97M-V with the def2-TZVPD basis set
O -0.68 -1.26 2.43
N 1.26 -0.06 0.82
C -1.06 1.52 -0.31
C 1.33 -0.67 -0.57
C -0.60 0.68 -1.52
C -0.02 -0.69 -1.22
H -1.47 0.47 -2.15
H 0.10 1.24 -2.13
H 0.62 -0.54 1.49
H 0.12 -1.16 -2.19
H -0.34 2.30 -0.06
H -1.24 -0.67 2.96
H -1.25 0.92 0.57
H -0.73 -1.29 -0.67
H -1.01 -2.13 2.68
H 1.99 0.01 -1.13
H 1.92 -1.59 -0.45
H 2.18 0.02 1.24
H -2.00 2.01 -0.53
H 0.89 0.89 0.76
```

- Charge: +1
- Highest occupied orbital energy: -15.5 eV



Which structure is most stable? 2, by 79.0 kJ/mol over the runner-up.



1 | Below is a 8-piece molecular cluster, H16O8 overall, with properties calculated with ωB97M-V with the def2-TZVPD basis set.

The geometry in XYZ format:
```
24
H16O8, DFT ωB97M-V with the def2-TZVPD basis set
O 0.41 3.81 -0.17
O 2.27 2.52 1.55
O 1.27 -1.96 2.00
O 0.56 1.39 -2.86
O -1.55 -3.15 1.66
O -0.42 -1.76 -1.76
O -0.17 0.78 0.69
O -2.47 -1.10 -0.22
H -1.07 -3.74 1.02
H 1.29 -2.90 1.91
H 1.28 1.37 -2.26
H 2.32 2.82 0.64
H 1.06 4.39 -0.59
H -3.21 -1.66 -0.17
H 0.26 2.32 -2.84
H 0.39 -1.85 2.37
H -0.78 0.06 0.60
H 1.70 1.72 1.55
H -0.09 1.23 -0.17
H -0.23 -2.53 -2.22
H 0.68 3.55 0.69
H -2.02 -2.49 1.19
H -1.93 -1.44 -0.92
H 0.47 -1.35 -1.68
```

- Highest occupied orbital energy: -11.0 eV



2 | Below is a 8-piece molecular cluster, H16O8 overall, with properties calculated with ωB97M-V with the def2-TZVPD basis set.

The geometry in XYZ format:
```
24
H16O8, DFT ωB97M-V with the def2-TZVPD basis set
O -0.16 -1.87 -2.46
O 0.44 -0.44 1.15
O -1.29 -0.11 -4.70
O 3.45 0.89 -1.38
O -2.09 -2.83 2.37
O 1.41 4.54 -0.65
O -1.51 -1.85 5.43
O 0.27 1.65 -0.59
H -2.43 -3.61 1.91
H -0.38 2.33 -0.37
H 1.09 1.97 -0.19
H 4.12 0.22 -1.22
H -0.79 -2.14 4.87
H -1.12 -1.93 -2.38
H 0.01 0.42 1.22
H -1.37 -2.34 6.25
H 0.75 4.19 -0.03
H 0.10 -2.74 -2.78
H -2.88 -2.34 2.62
H 0.56 -0.55 0.20
H -2.12 0.12 -4.27
H 1.36 5.49 -0.53
H -0.71 -0.34 -3.97
H 3.28 1.26 -0.50
```

- Highest occupied orbital energy: -10.7 eV



Which structure is most stable? 1, by 55.9 kJ/mol over the runner-up.



1 | Below is a 8-piece molecular cluster, H16O8 overall, with properties calculated with ωB97M-V with the def2-TZVPD basis set.

The geometry in XYZ format:
```
24
H16O8, DFT ωB97M-V with the def2-TZVPD basis set
O 20.39 -3.55 13.07
O 18.96 -6.71 15.26
O 19.33 -1.72 14.97
O 16.22 -4.23 18.09
O 18.14 -4.14 15.65
O 20.16 -6.23 17.74
O 17.12 -2.25 13.11
O 16.32 -7.31 15.95
H 15.50 -4.75 17.73
H 21.12 -3.06 12.70
H 18.97 -3.88 15.26
H 20.00 -6.89 18.41
H 19.59 -6.48 17.01
H 17.16 -1.30 13.14
H 19.28 -7.24 14.54
H 16.49 -8.05 16.53
H 15.38 -7.13 16.05
H 16.84 -4.16 17.37
H 18.22 -5.09 15.78
H 19.85 -2.89 13.50
H 18.94 -2.01 15.79
H 19.46 -0.78 15.08
H 18.07 -7.03 15.42
H 17.53 -2.54 13.93
```

- Highest occupied orbital energy: -10.8 eV



2 | Below is a 8-piece molecular cluster, H16O8 overall, with properties calculated with ωB97M-V with the def2-TZVPD basis set.

The geometry in XYZ format:
```
24
H16O8, DFT ωB97M-V with the def2-TZVPD basis set
O 2.86 -1.61 2.78
O 0.63 1.67 2.06
O 4.09 -2.59 -1.99
O -1.23 -1.91 0.98
O 0.22 0.66 -0.04
O -1.00 1.66 -2.88
O -2.11 1.60 0.15
O -3.47 -0.34 -0.78
H -1.44 2.00 0.61
H 0.47 0.30 -0.97
H 3.24 -2.69 -1.48
H -0.60 2.49 -2.62
H 0.97 2.19 1.33
H -0.37 0.01 0.35
H 3.92 -2.13 -2.80
H -1.44 -2.49 1.69
H -3.21 -0.14 -1.70
H -1.42 1.99 -3.66
H 3.81 -1.52 2.80
H 2.64 -1.35 3.72
H -0.09 2.23 2.22
H -0.66 -2.42 0.37
H -2.94 2.11 0.27
H -2.86 0.28 -0.39
```

- Highest occupied orbital energy: -10.2 eV



3 | Below is a 8-piece molecular cluster, H16O8 overall, with properties calculated with ωB97M-V with the def2-TZVPD basis set.

The geometry in XYZ format:
```
24
H16O8, DFT ωB97M-V with the def2-TZVPD basis set
O -0.86 3.70 3.54
O 3.09 -2.86 2.48
O -3.58 -3.43 0.81
O -3.83 -0.61 -4.14
O 4.53 3.16 -1.60
O 5.07 -0.44 -5.06
O -3.51 0.25 5.42
O 0.14 -0.34 -1.01
H 2.54 -2.63 1.73
H -3.83 -1.56 -4.01
H 4.16 2.81 -0.79
H -0.44 4.55 3.51
H -3.21 -4.25 1.11
H -2.92 0.98 5.27
H 4.82 0.32 -4.53
H -3.35 -0.35 4.69
H 5.26 3.71 -1.32
H -1.61 3.77 2.95
H -4.73 -0.40 -4.39
H 2.87 -2.22 3.15
H -0.75 -0.44 -0.68
H 0.06 0.26 -1.75
H 4.56 -0.36 -5.86
H -4.46 -3.66 0.50
```

- Highest occupied orbital energy: -11.4 eV



4 | Below is a 8-piece molecular cluster, H16O8 overall, with properties calculated with ωB97M-V with the def2-TZVPD basis set.

The geometry in XYZ format:
```
24
H16O8, DFT ωB97M-V with the def2-TZVPD basis set
O -0.21 0.80 -2.62
O -0.49 2.57 1.17
O -3.48 0.98 3.09
O -0.09 1.02 -0.11
O -2.14 -1.02 -3.64
O 0.48 -4.93 0.59
O 2.38 -2.23 1.78
O 3.28 2.23 -0.71
H 4.21 2.00 -0.81
H 0.27 2.94 0.78
H -0.63 3.18 1.90
H -0.65 0.30 0.36
H 3.24 2.91 -0.12
H -2.77 1.53 2.70
H -2.94 0.46 3.60
H 0.60 -5.11 1.52
H 0.76 -3.95 0.55
H -0.63 1.43 -0.84
H -1.96 -1.60 -4.41
H 1.51 -2.09 1.43
H 0.70 1.09 -2.30
H -0.59 1.60 -2.75
H -3.02 -1.01 -3.49
H 2.17 -3.08 2.34
```

- Highest occupied orbital energy: -9.3 eV



Which structure is most stable? 1, by 72.1 kJ/mol over the runner-up.